(1)
An isolated molecule of C4H7NO2 in a non-equilibrium geometry. Source: the Open Molecules 2025 dataset; level of theory: the ωB97M-V functional and the def2-TZVPD basis.

Structure (XYZ):
```
14
C4H7NO2 (the ωB97M-V functional and the def2-TZVPD basis)
C 1.49 -1.51 -0.23
N 0.51 -0.65 -0.69
C -0.06 1.57 0.10
C -0.25 0.09 0.30
C -1.72 -0.28 0.25
O -2.01 -1.48 0.09
O 2.04 -1.43 0.87
H 1.77 -2.38 -0.81
H 0.47 -0.42 -1.71
H -0.18 2.06 -0.86
H 1.03 1.91 0.30
H -0.78 2.28 0.63
H 0.10 -0.34 1.26
H -2.41 0.59 0.52
```

Its SMILES is C[C@@H](C=O)NC=O. The relative energy (zero: lowest compared OMol25 entry of this formula, charge and spin) is 44.8 kcal/mol. As for the charge: 0.

Löwdin population analysis, charges in e, atoms 1 to 8: atom 1 (C): -0.3142, atom 2 (N): 0.0404, atom 3 (C): -0.0803, atom 4 (C): -0.3628, atom 5 (C): -0.1812, atom 6 (O): 0.0406, atom 7 (O): 0.0071, atom 8 (H): 0.1232

(2)
A structure of composition C21H57CrF6N10O11P3S2 in a non-equilibrium geometry. Source: the Open Molecules 2025 dataset; level of theory: the ωB97M-V functional and the def2-TZVPD basis.

Structure (XYZ):
```
111
C21H57CrF6N10O11P3S2 (the ωB97M-V functional and the def2-TZVPD basis)
Cr 16.98 22.11 -16.09
C 21.01 22.71 -18.69
F 21.30 21.39 -18.68
F 22.10 23.39 -18.99
F 20.13 22.83 -19.76
S 20.16 23.23 -17.07
O 21.16 22.88 -16.10
O 19.97 24.69 -17.26
O 18.88 22.48 -16.95
C 15.15 21.16 -20.20
F 16.18 21.34 -20.99
F 14.66 22.30 -19.88
F 14.27 20.42 -20.85
S 15.74 20.17 -18.74
O 16.25 21.16 -17.77
O 14.59 19.47 -18.11
O 16.63 19.16 -19.22
C 18.25 24.93 -12.98
N 17.81 23.49 -12.96
O 17.46 23.04 -14.05
O 18.02 22.86 -12.00
H 18.70 25.24 -12.04
H 17.45 25.62 -13.25
H 19.02 25.05 -13.74
O 15.23 21.98 -14.98
P 14.04 21.67 -14.15
N 14.15 22.36 -12.54
C 13.91 21.73 -11.23
C 14.26 23.85 -12.31
N 13.90 19.98 -13.91
C 12.71 19.42 -13.25
C 14.47 19.10 -14.94
N 12.59 22.14 -14.89
C 11.44 22.74 -14.19
C 12.36 21.83 -16.32
H 13.86 22.46 -10.41
H 14.75 21.09 -10.97
H 13.03 21.10 -11.05
H 14.82 24.36 -13.10
H 14.90 24.06 -11.45
H 13.25 24.24 -12.18
H 12.12 18.82 -13.93
H 12.89 18.65 -12.50
H 12.12 19.99 -12.54
H 13.91 19.22 -15.87
H 15.52 19.34 -15.11
H 14.11 18.13 -14.60
H 11.14 23.72 -14.56
H 10.61 22.11 -14.51
H 11.44 22.78 -13.10
H 11.29 21.94 -16.53
H 12.66 20.82 -16.61
H 12.93 22.52 -16.94
O 17.74 20.39 -15.17
P 18.44 19.17 -14.60
N 18.37 17.62 -15.36
C 17.21 17.29 -16.26
C 19.27 16.56 -15.03
N 17.94 18.84 -13.02
C 18.21 17.65 -12.24
C 17.02 19.70 -12.25
N 20.14 19.42 -14.40
C 21.03 19.18 -15.60
C 20.67 20.50 -13.58
H 16.52 16.59 -15.80
H 17.54 16.93 -17.23
H 16.66 18.22 -16.42
H 18.77 15.74 -14.51
H 19.95 16.86 -14.24
H 19.71 16.11 -15.92
H 17.36 16.98 -12.33
H 18.96 16.94 -12.58
H 18.46 17.92 -11.21
H 16.91 20.60 -12.87
H 15.99 19.36 -12.33
H 17.35 20.11 -11.29
H 21.38 18.15 -15.59
H 20.31 19.39 -16.39
H 21.84 19.87 -15.82
H 19.92 20.63 -12.80
H 20.73 21.39 -14.21
H 21.63 20.29 -13.12
O 16.37 24.02 -16.61
P 15.96 25.30 -17.24
N 16.59 26.70 -16.54
C 18.08 26.74 -16.35
C 15.94 28.06 -16.58
N 14.23 25.59 -17.16
C 13.54 25.42 -15.85
C 13.36 25.55 -18.34
N 16.38 25.34 -18.89
C 16.41 26.66 -19.61
C 17.37 24.34 -19.48
H 18.44 27.65 -15.87
H 18.42 26.68 -17.38
H 18.48 25.92 -15.75
H 16.72 28.80 -16.38
H 15.12 28.18 -15.88
H 15.38 28.21 -17.50
H 14.22 25.47 -15.00
H 12.78 26.19 -15.74
H 13.02 24.46 -15.84
H 12.64 24.73 -18.28
H 12.73 26.44 -18.29
H 13.74 25.43 -19.36
H 17.32 27.20 -19.33
H 16.62 26.53 -20.67
H 15.58 27.37 -19.63
H 17.22 23.34 -19.07
H 18.39 24.70 -19.35
H 17.04 24.27 -20.52
```

The multiplicity is 5. As for the expectation value of S²: 6.0037. The relative energy (zero: lowest compared OMol25 entry of this formula, charge and spin) is 104.7 kcal/mol. As for the charge: 0.

Löwdin population analysis, charges in e, atoms 1 to 8: atom 1 (Cr): 0.7009, atom 2 (C): -0.5881, atom 3 (F): 0.1121, atom 4 (F): 0.1482, atom 5 (F): 0.0712, atom 6 (S): 0.5595, atom 7 (O): -0.2999, atom 8 (O): -0.3318

(3)
A cluster of 2 separate species, C3H4BrF2NO2 in total in a non-equilibrium geometry. Source: the Open Molecules 2025 dataset; level of theory: the ωB97M-V functional and the def2-TZVPD basis.

Structure (XYZ):
```
13
C3H4BrF2NO2 (the ωB97M-V functional and the def2-TZVPD basis)
C 0.23 0.29 -1.36
C -0.70 0.40 -0.23
C -0.47 -2.42 -1.42
N -0.32 -0.02 0.96
O 1.46 -0.14 -0.97
O -0.01 0.64 -2.49
F -1.70 -2.80 -1.79
F 0.41 -2.97 -2.27
Br -0.12 -2.99 0.39
H -1.71 0.72 -0.42
H 2.03 -0.21 -1.74
H 0.63 -0.36 1.07
H -0.95 -0.08 1.74
```

The relative energy (zero: lowest compared OMol25 entry of this formula, charge and spin) is 7.4 kcal/mol. As for the charge: 0.

Löwdin population analysis, charges in e, atoms 1 to 8: atom 1 (C): -0.6014, atom 2 (C): -0.0837, atom 3 (C): -0.7198, atom 4 (N): 0.0649, atom 5 (O): 0.0458, atom 6 (O): 0.0677, atom 7 (F): 0.0000, atom 8 (F): 0.0150

(4)
The ion C3H6N with charge +1 in a non-equilibrium geometry. Source: the Open Molecules 2025 dataset; level of theory: the ωB97M-V functional and the def2-TZVPD basis.

Structure (XYZ):
```
10
C3H6N (the ωB97M-V functional and the def2-TZVPD basis)
C 2.73 0.21 -0.13
C 1.63 -0.27 -0.08
C -0.12 -0.78 0.16
N -0.95 0.43 -0.01
H 3.60 0.77 -0.06
H 0.00 -1.05 1.22
H -0.43 -1.60 -0.49
H -0.61 1.12 0.73
H -1.92 0.35 0.09
H -0.84 1.00 -0.81
```

Its SMILES is C#CC[NH3+]. The relative energy (zero: lowest compared OMol25 entry of this formula, charge and spin) is 59.9 kcal/mol. As for the charge: +1.

Löwdin population analysis, charges in e, atoms 1 to 8: atom 1 (C): 0.0846, atom 2 (C): -0.0084, atom 3 (C): -0.0346, atom 4 (N): 0.1699, atom 5 (H): 0.0238, atom 6 (H): 0.1151, atom 7 (H): 0.1231, atom 8 (H): 0.2153

(5)
The ion C4H11N2O with charge -1 in a non-equilibrium geometry. Source: the Open Molecules 2025 dataset; level of theory: the ωB97M-V functional and the def2-TZVPD basis.

Structure (XYZ):
```
18
C4H11N2O (the ωB97M-V functional and the def2-TZVPD basis)
C 1.41 -0.27 -1.33
O 1.57 0.67 -2.28
C 0.34 0.21 -0.22
C -0.58 -0.90 0.22
C -1.45 -0.63 1.44
N -0.72 -0.29 2.66
N -0.41 1.34 -0.73
H 2.36 -0.61 -0.86
H 0.95 -1.21 -1.79
H 0.99 0.57 0.57
H -1.26 -1.12 -0.61
H -0.03 -1.84 0.35
H -2.12 0.22 1.29
H -2.09 -1.50 1.65
H -0.32 0.63 2.57
H -0.01 -0.96 2.94
H 0.27 1.86 -1.30
H -1.07 0.99 -1.42
```

Its SMILES is NCC[C@H](N)C[O-]. The relative energy (zero: lowest compared OMol25 entry of this formula, charge and spin) is 19.2 kcal/mol. As for the charge: -1.

Löwdin population analysis, charges in e, atoms 1 to 8: atom 1 (C): -0.4811, atom 2 (O): -0.3788, atom 3 (C): -0.4400, atom 4 (C): -0.2171, atom 5 (C): -0.3061, atom 6 (N): -0.0292, atom 7 (N): 0.0049, atom 8 (H): 0.0697

(6)
A structure of composition C4H6O2. Source: the Open Molecules 2025 dataset; level of theory: the ωB97M-V functional and the def2-TZVPD basis.

Structure (XYZ):
```
12
C4H6O2 (the ωB97M-V functional and the def2-TZVPD basis)
O -2.13 -0.53 0.95
C -0.99 -0.50 0.26
C 0.40 -0.44 0.83
C 0.77 -0.44 -0.68
O 1.83 -0.39 -1.26
C -0.65 -0.51 -1.05
H -2.88 -0.56 0.34
H 1.63 2.65 0.16
H 0.72 -1.33 1.40
H 0.65 0.47 1.38
H 1.84 2.13 -0.33
H -1.19 -0.54 -1.99
```

The relative energy (zero: lowest compared OMol25 entry of this formula, charge and spin) is 58.0 kcal/mol. As for the charge: 0.

Löwdin population analysis, charges in e, atoms 1 to 8: atom 1 (O): 0.1165, atom 2 (C): -0.3243, atom 3 (C): -0.0192, atom 4 (C): -0.4327, atom 5 (O): 0.0575, atom 6 (C): 0.0670, atom 7 (H): 0.1305, atom 8 (H): 0.0424

> Which of these has the lowest relative energy (zero: lowest compared OMol25 entry of this formula, charge and spin)?

C3H4BrF2NO2